A 6-piece molecular cluster, C33H75N3O6 overall in a non-equilibrium geometry. Source: OMol25; level of theory: wB97M-V/def2-TZVPD.

XYZ file:
```
117
Properties=species:S:1:pos:R:3
C 1.379 -1.573 1.972
C 1.185 -2.985 2.562
C 1.082 -3.961 1.296
C 1.509 -5.404 1.646
C 2.836 -5.531 2.343
C 2.910 -4.619 3.619
N 2.436 -3.241 3.344
O 2.500 -2.432 4.506
C 2.258 -5.418 4.768
C 4.378 -4.410 3.909
C -0.097 -3.149 3.371
H 0.558 -1.113 1.422
H 2.178 -1.457 1.240
H 1.464 -0.736 2.665
H 0.195 -3.996 0.663
H 1.851 -3.558 0.637
H 1.511 -6.043 0.763
H 0.622 -5.669 2.222
H 3.626 -5.232 1.654
H 2.946 -6.578 2.625
H 1.216 -5.611 4.513
H 2.909 -6.279 4.921
H 2.157 -4.772 5.640
H 4.523 -4.223 4.973
H 4.954 -5.308 3.688
H 4.810 -3.630 3.281
H -0.914 -2.576 2.934
H -0.040 -2.552 4.282
H -0.232 -4.181 3.693
H 1.985 -2.920 5.154
C -6.292 -0.156 -2.172
C -5.581 1.123 -1.850
C -4.074 0.864 -2.102
C -3.706 0.882 -3.562
C -3.912 2.311 -4.103
C -5.530 2.721 -3.956
N -5.972 2.432 -2.596
O -7.310 2.637 -2.486
C -5.584 4.254 -4.303
C -6.283 1.992 -5.062
C -5.761 1.418 -0.284
H -5.990 -0.567 -3.136
H -7.377 -0.066 -2.141
H -6.012 -0.909 -1.436
H -3.402 1.604 -1.667
H -3.787 -0.149 -1.822
H -4.272 0.223 -4.221
H -2.674 0.580 -3.740
H -3.725 2.304 -5.176
H -3.289 3.074 -3.636
H -5.095 4.397 -5.266
H -6.622 4.549 -4.451
H -5.224 4.954 -3.549
H -7.212 2.423 -5.434
H -5.737 2.132 -5.995
H -6.518 0.976 -4.742
H -5.154 2.270 0.023
H -5.409 0.573 0.308
H -6.756 1.699 0.060
H -7.498 3.163 -1.705
C 3.377 4.577 1.687
C 2.881 3.115 1.207
C 3.854 2.499 0.098
C 5.250 2.410 0.601
C 5.221 1.310 1.688
C 4.210 1.704 2.858
N 2.930 2.122 2.337
O 1.934 2.337 3.312
C 4.109 0.391 3.649
C 4.871 2.805 3.753
C 1.492 3.195 0.583
H 4.425 4.787 1.900
H 2.989 4.761 2.689
H 3.033 5.339 0.987
H 3.499 1.489 -0.109
H 3.723 3.038 -0.840
H 5.731 3.361 0.827
H 5.798 2.112 -0.293
H 6.235 1.208 2.075
H 4.773 0.447 1.196
H 5.117 0.215 4.024
H 3.538 0.514 4.570
H 3.774 -0.494 3.108
H 5.219 2.320 4.665
H 5.693 3.407 3.364
H 4.060 3.468 4.053
H 0.731 3.636 1.228
H 1.077 2.199 0.432
H 1.467 3.612 -0.423
H 1.388 1.604 3.021
C 0.675 -2.648 -5.439
C 0.286 -1.393 -6.063
O 1.366 -0.482 -5.923
H 1.379 -2.486 -4.623
H 1.007 -3.204 -6.316
H -0.177 -3.159 -4.989
H -0.507 -1.029 -5.410
H 0.026 -1.559 -7.108
H 2.108 -0.868 -6.395
C -1.537 1.633 2.196
C -2.628 1.413 1.130
O -2.472 0.123 0.635
H -0.568 1.573 1.700
H -1.525 0.757 2.844
H -1.495 2.591 2.715
H -2.525 2.196 0.379
H -3.609 1.481 1.599
H -3.171 -0.091 0.012
C -0.225 -0.466 -1.397
C 1.010 -0.393 -2.436
O 0.784 0.627 -3.379
H -0.347 0.506 -0.920
H -0.050 -1.149 -0.566
H -1.250 -0.738 -1.648
H 1.270 -1.410 -2.729
H 1.949 -0.064 -1.990
H 0.888 0.198 -4.231
```

Results
SMILES: CC1(C)CCCC(C)(C)N1O.CC1(C)CCCC(C)(C)N1O.CC1(C)CCCC(C)(C)N1O.CCO.CCO.CCO
Energy above the lowest of the compared OMol25 structures with the same formula, charge and spin (kJ/mol): 434.6
Orbital gap (eV): 8.47

---

A 5-piece molecular cluster, C33H77N2O13S2 overall. Source: OMol25; level of theory: wB97M-V/def2-TZVPD.

XYZ file:
```
127
Properties=species:S:1:pos:R:3
N -2.358 -7.475 2.922
C -1.953 -6.093 3.167
C -1.198 -5.515 1.979
C -0.958 -4.006 2.039
C -0.350 -3.487 3.350
C -1.199 -2.409 4.038
C -1.152 -2.363 5.554
C -1.684 -3.655 6.194
N -0.751 -4.144 7.254
C 0.628 -4.328 6.702
S 1.552 -5.237 7.971
C 1.157 -2.948 6.183
S 2.383 -2.118 7.230
O 0.114 -1.996 6.094
H -3.195 -7.707 3.437
H -2.542 -7.627 1.940
H -2.811 -5.441 3.394
H -1.305 -6.095 4.053
H -0.240 -6.034 1.886
H -1.782 -5.725 1.081
H -0.253 -3.784 1.235
H -1.873 -3.467 1.786
H 0.633 -3.060 3.140
H -0.159 -4.314 4.041
H -2.253 -2.570 3.779
H -0.953 -1.417 3.660
H -1.815 -1.558 5.869
H -1.808 -4.454 5.465
H -2.651 -3.476 6.660
H -1.081 -5.057 7.571
H -0.720 -3.508 8.054
H 0.513 -5.032 5.879
H 2.396 -5.808 7.110
H 1.626 -3.131 5.216
H 3.420 -2.255 6.401
C -6.394 -1.263 -3.144
O -6.241 -0.838 -1.808
C -6.552 -1.838 -0.858
C -5.725 -1.677 0.396
O -4.364 -2.056 0.251
C -3.491 -1.155 -0.415
C -3.111 0.063 0.393
O -4.158 1.009 0.428
C -4.130 1.829 1.576
H -7.445 -1.452 -3.388
H -6.023 -0.466 -3.783
H -5.815 -2.172 -3.340
H -6.378 -2.836 -1.278
H -7.613 -1.760 -0.583
H -6.130 -2.369 1.138
H -5.817 -0.664 0.792
H -3.878 -0.867 -1.394
H -2.577 -1.733 -0.578
H -2.223 0.522 -0.065
H -2.847 -0.252 1.412
H -4.137 1.226 2.493
H -5.025 2.447 1.556
H -3.251 2.484 1.577
C 3.543 -3.319 -4.875
O 3.779 -3.443 -3.489
C 3.189 -2.412 -2.722
C 2.798 -2.909 -1.350
O 1.653 -3.748 -1.336
C 1.808 -5.094 -1.759
C 2.489 -5.985 -0.748
O 3.887 -5.775 -0.715
C 4.465 -6.044 0.538
H 4.051 -2.443 -5.292
H 3.936 -4.214 -5.352
H 2.471 -3.246 -5.089
H 2.301 -2.014 -3.227
H 3.911 -1.593 -2.599
H 2.509 -2.034 -0.763
H 3.648 -3.383 -0.855
H 2.300 -5.159 -2.731
H 0.786 -5.464 -1.875
H 2.293 -7.035 -1.006
H 2.050 -5.784 0.239
H 3.978 -5.461 1.331
H 5.512 -5.755 0.484
H 4.403 -7.109 0.791
C -0.844 5.019 -2.154
O -0.918 5.896 -1.053
C -2.227 6.048 -0.537
C -2.202 6.299 0.952
O -1.888 5.154 1.730
C -0.541 4.716 1.766
C 0.390 5.598 2.566
O 0.731 6.768 1.851
C 1.051 7.859 2.686
H -1.346 5.437 -3.034
H 0.210 4.875 -2.387
H -1.288 4.045 -1.915
H -2.826 5.153 -0.740
H -2.711 6.905 -1.025
H -3.219 6.566 1.250
H -1.551 7.140 1.197
H -0.145 4.550 0.762
H -0.581 3.749 2.274
H 1.305 5.030 2.786
H -0.091 5.855 3.518
H 0.238 8.069 3.391
H 1.195 8.726 2.046
H 1.973 7.677 3.250
C 1.809 4.699 -8.371
O 2.719 4.503 -7.313
C 4.044 4.890 -7.633
C 4.783 5.399 -6.418
O 4.384 6.689 -5.991
C 3.176 6.811 -5.261
C 3.259 6.345 -3.827
O 3.246 4.929 -3.743
C 3.939 4.437 -2.621
H 2.017 4.027 -9.212
H 0.813 4.483 -7.988
H 1.832 5.734 -8.728
H 4.040 5.671 -8.402
H 4.586 4.020 -8.029
H 5.830 5.514 -6.707
H 4.737 4.672 -5.604
H 2.344 6.327 -5.777
H 2.976 7.885 -5.238
H 2.398 6.744 -3.274
H 4.174 6.746 -3.373
H 4.969 4.813 -2.594
H 3.966 3.351 -2.705
H 3.438 4.710 -1.684
```

Results
Charge: +1
Energy above the lowest of the compared OMol25 structures with the same formula, charge and spin (kJ/mol): 0.0
Orbital gap (eV): 6.98

---

A 9-piece molecular cluster, C33H78N10O10P3S overall in a non-equilibrium geometry. Source: OMol25; level of theory: wB97M-V/def2-TZVPD.

XYZ file:
```
135
Properties=species:S:1:pos:R:3
C 3.346 -1.209 -2.484
C 4.259 -1.754 -3.302
P 5.543 -3.095 -2.857
C 4.229 -4.222 -2.067
C 2.961 -4.528 -2.876
C 1.757 -4.592 -1.936
C 0.456 -4.881 -2.660
C -0.114 -3.673 -3.352
O -0.475 -2.684 -2.406
C -0.748 -1.466 -3.036
N 6.948 -4.207 -2.316
C 6.980 -5.356 -2.675
O 6.935 -6.525 -2.961
P 5.444 -3.942 -4.961
N 5.633 -2.689 -5.966
P 5.935 -1.932 -0.855
S 7.863 -2.004 -0.321
H 2.743 -1.761 -1.785
H 3.251 -0.134 -2.535
H 4.255 -1.305 -4.286
H 6.539 -2.205 -3.398
H 3.876 -3.651 -1.207
H 4.592 -5.143 -1.611
H 3.054 -5.545 -3.260
H 2.783 -3.893 -3.738
H 1.950 -5.433 -1.270
H 1.674 -3.717 -1.297
H -0.285 -5.226 -1.937
H 0.547 -5.675 -3.398
H 0.528 -3.267 -4.134
H -1.037 -3.994 -3.856
H -1.729 -1.464 -3.527
H -0.727 -0.670 -2.300
H 0.011 -1.238 -3.786
H 6.508 -4.808 -5.327
H 4.234 -4.561 -5.343
H 4.823 -2.603 -6.567
H 5.704 -0.551 -0.988
H 5.256 -2.493 0.250
C 2.947 -0.376 1.488
C 1.847 0.225 0.650
O 1.569 -0.206 -0.460
N 1.166 1.275 1.176
C 1.353 1.922 2.471
H 3.392 -1.198 0.938
H 3.722 0.364 1.695
H 2.545 -0.759 2.427
H 0.447 1.628 0.567
H 0.436 1.863 3.037
H 1.597 2.975 2.305
H 2.150 1.457 3.038
C 1.822 1.720 7.051
C 0.708 2.353 6.249
O 0.390 1.925 5.142
N 0.070 3.411 6.788
C 0.308 4.054 8.072
H 2.232 0.889 6.485
H 2.618 2.443 7.236
H 1.443 1.342 8.001
H -0.661 3.782 6.197
H -0.608 4.005 8.666
H 0.565 5.103 7.915
H 1.113 3.568 8.614
C 1.846 8.669 7.185
C 1.791 7.958 8.514
O 1.241 6.875 8.645
N 2.379 8.563 9.578
C 3.075 9.836 9.618
H 1.337 8.061 6.444
H 1.346 9.637 7.247
H 2.880 8.811 6.869
H 2.305 8.033 10.432
H 4.102 9.680 9.951
H 2.578 10.501 10.328
H 3.088 10.308 8.642
C -1.209 -3.190 -8.137
C -0.183 -2.436 -7.326
O 0.779 -2.989 -6.824
N -0.363 -1.094 -7.162
C -1.433 -0.263 -7.673
H -0.929 -4.234 -8.168
H -2.195 -3.113 -7.678
H -1.243 -2.803 -9.159
H 0.360 -0.659 -6.611
H -1.016 0.519 -8.312
H -1.955 0.214 -6.840
H -2.144 -0.847 -8.247
C -0.624 -7.885 -7.952
C -1.923 -7.116 -7.931
O -2.027 -6.044 -7.362
N -2.991 -7.663 -8.576
C -3.057 -8.917 -9.302
H 0.122 -7.321 -7.400
H -0.747 -8.859 -7.477
H -0.273 -8.018 -8.976
H -3.823 -7.098 -8.522
H -3.342 -8.725 -10.338
H -3.813 -9.561 -8.849
H -2.102 -9.429 -9.288
C -4.982 -6.478 -0.824
C -5.354 -5.032 -0.593
O -6.519 -4.672 -0.491
N -4.342 -4.137 -0.501
C -2.908 -4.377 -0.596
H -5.893 -7.066 -0.874
H -4.442 -6.588 -1.765
H -4.369 -6.851 -0.004
H -4.656 -3.192 -0.348
H -2.432 -4.053 0.330
H -2.496 -3.790 -1.417
H -2.690 -5.426 -0.760
C -4.236 3.484 4.431
C -3.057 4.418 4.342
O -2.375 4.701 5.323
N -2.763 4.950 3.137
C -3.445 4.746 1.872
H -4.337 3.148 5.458
H -5.153 4.000 4.139
H -4.083 2.614 3.793
H -1.963 5.563 3.152
H -2.745 4.329 1.147
H -3.806 5.706 1.500
H -4.286 4.071 1.983
C -3.764 7.580 5.276
C -4.867 8.193 4.451
O -5.171 7.757 3.350
N -5.529 9.261 4.971
C -5.315 9.914 6.249
H -3.340 6.749 4.733
H -2.976 8.312 5.462
H -4.158 7.209 6.223
H -6.252 9.619 4.367
H -6.232 9.869 6.839
H -5.061 10.963 6.084
H -4.514 9.438 6.803
```

Results
Charge: -1
Orbital gap (eV): 4.87